DFT (ωB97M-V with the def2-TZVPD basis set) results for a cluster of 40 separate species, H80O40 in total in a non-equilibrium geometry.

As for the net charge: 0. The orbital gap is 10.216 eV. The calculation puts the HOMO energy at -10.9 eV.

Last column: Mulliken charge in e.
Atoms and positions in Å:
O: -4.118 -1.033 -4.134  -0.62
O: -1.034 -4.599 0.060  -0.82
O: -6.645 -1.846 0.986  -0.62
O: 4.672 3.034 -1.400  -0.58
O: 2.275 1.991 2.992  -0.51
O: 5.641 -2.962 2.780  -0.68
O: -1.763 3.491 -1.145  -0.25
O: -3.789 -1.765 2.764  -0.46
O: -3.819 3.830 1.863  -0.50
O: 2.188 -1.850 6.115  -0.64
O: 0.109 -6.939 0.554  -0.73
O: -2.193 6.268 0.862  -0.58
O: 2.879 -2.298 -1.177  -0.62
O: 3.536 -0.675 1.452  -0.44
O: 0.462 -2.378 0.072  0.69
O: -0.253 -3.825 4.247  -0.51
O: -3.502 2.235 -4.455  -0.66
O: -2.211 -1.884 0.955  -0.64
O: 3.022 -3.621 1.926  -0.59
O: -0.129 -1.188 2.738  -0.12
O: 1.114 2.355 -5.567  -0.53
O: -1.388 -0.442 -5.279  -0.62
O: 0.473 3.150 1.384  -0.21
O: -1.545 -0.615 5.821  -0.65
O: 1.486 -0.400 -6.016  -0.71
O: 1.720 1.633 -1.378  0.12
O: -2.880 0.682 3.606  -0.54
O: -0.591 0.372 -0.035  0.57
O: 2.647 -5.998 0.756  -0.72
O: 0.767 4.921 -4.148  -0.65
O: -0.385 0.949 -2.733  0.96
O: 3.047 -0.022 -3.797  -0.63
O: 4.813 0.390 -1.360  -0.53
O: 0.482 -1.423 -3.078  -0.33
O: 4.418 4.145 3.142  -0.62
O: 1.558 5.857 1.316  -0.64
O: 0.258 4.229 4.149  -0.60
O: -3.420 1.243 -0.837  -0.52
O: -1.531 -3.108 -2.425  -0.60
O: -5.015 -0.628 -0.876  -0.58
H: 0.731 -0.873 -6.410  0.33
H: -3.216 1.599 -5.131  0.35
H: 1.324 -1.770 -2.794  0.16
H: 1.087 -3.100 0.051  0.05
H: -2.657 3.147 -1.307  0.17
H: -1.279 1.013 0.206  -0.01
H: -5.053 -1.260 -4.116  0.32
H: 3.519 -0.136 -4.627  0.29
H: -0.838 -1.635 2.265  0.34
H: 1.730 2.022 3.740  0.26
H: 0.632 -3.672 4.630  0.21
H: 5.586 -3.554 2.031  0.34
H: 1.105 -0.449 -5.124  0.34
H: -2.275 -0.686 -4.994  0.18
H: -1.978 -2.663 1.463  0.29
H: 2.874 0.902 -3.606  0.27
H: -0.919 -3.649 0.244  0.32
H: 4.997 -0.105 -0.580  0.26
H: -4.402 3.273 2.397  0.25
H: 0.050 -0.344 2.324  0.02
H: 1.688 2.459 -0.898  0.07
H: 3.222 -1.877 -0.407  0.29
H: 0.165 -7.134 -0.388  0.30
H: -2.032 4.351 -1.514  0.21
H: -3.500 0.035 3.235  0.31
H: 2.436 -1.605 -1.669  0.17
H: 0.276 1.571 -3.029  -0.37
H: 2.122 1.161 2.505  0.19
H: 1.755 -6.031 0.369  0.41
H: 0.887 2.617 -6.472  0.26
H: 0.590 4.916 3.570  0.32
H: -5.872 -2.319 1.284  0.29
H: 3.922 2.838 -1.920  0.27
H: 2.989 -4.497 1.531  0.40
H: -3.652 1.394 -1.757  0.21
H: 3.594 3.675 3.293  0.33
H: -1.344 -2.206 -2.590  0.28
H: 1.354 -1.831 5.625  0.32
H: 0.088 -1.140 -2.239  0.06
H: -5.451 -1.155 -1.541  0.20
H: -0.427 2.884 1.169  0.08
H: -1.787 0.269 5.566  0.29
H: 0.534 3.989 -4.134  0.28
H: -1.320 6.502 0.539  0.30
H: -0.589 4.486 4.515  0.27
H: -1.670 -1.764 0.168  -0.09
H: -3.532 -2.332 3.503  0.27
H: 1.234 5.021 0.959  0.23
H: -1.449 -3.749 -3.125  0.24
H: 3.593 -3.620 2.704  0.27
H: -4.191 1.241 -0.269  0.20
H: 0.718 2.542 2.108  0.21
H: 4.758 4.023 2.255  0.29
H: -3.339 0.912 4.423  0.27
H: -0.063 -4.765 4.446  0.27
H: 2.560 1.232 -1.615  -0.11
H: -2.761 6.102 0.125  0.27
H: 4.467 -0.130 -2.093  0.26
H: 2.515 5.728 1.309  0.30
H: -0.936 1.215 -1.995  -0.06
H: 0.904 -1.692 0.563  -0.23
H: 5.041 2.436 -0.761  0.31
H: 2.535 -6.465 1.589  0.31
H: -6.351 -0.994 0.632  0.33
H: 0.181 0.697 0.421  -0.35
H: -2.781 1.969 -3.874  0.27
H: -3.830 -1.157 -3.222  0.27
H: -1.076 -4.635 -0.903  0.29
H: 3.054 -1.488 1.679  0.21
H: 5.281 -2.093 2.586  0.33
H: -0.475 -6.170 0.573  0.46
H: 1.356 1.435 -5.823  0.28
H: -1.299 -1.024 4.982  0.32
H: -4.334 4.644 1.890  0.27
H: 2.551 -0.994 5.872  0.30
H: -0.960 -0.492 -4.405  0.28
H: -4.112 -2.368 2.101  0.18
H: 1.691 5.061 -3.962  0.31
H: -4.246 -1.049 -0.479  0.37
H: 2.935 0.036 1.633  0.08

---

DFT (ωB97M-V with the def2-TZVPD basis set) results for an isolated molecule of C4H12N2S in a non-equilibrium geometry.

As for the net charge: 0. Its SMILES is NC[C@@H](N)CCS. The orbital gap is 9.567 eV. The calculation puts the HOMO energy at -8.7 eV.

Last column: Mulliken charge in e.
Atoms and positions in Å:
S: 0.431 1.431 1.772  -0.23
N: -0.208 0.232 -2.756  -0.66
N: -1.916 -0.807 -0.506  -0.66
C: 0.267 -1.058 0.735  -1.12
C: 0.187 -0.775 -1.877  -0.50
C: -0.438 -0.377 -0.454  0.12
C: 1.287 -0.080 1.367  -0.46
H: -0.123 0.175 -3.752  0.22
H: 0.725 -2.031 0.305  0.27
H: -0.493 -1.419 1.477  0.40
H: 1.975 -0.439 2.141  0.45
H: -2.696 -0.108 -0.455  0.21
H: 1.267 -0.746 -1.616  0.30
H: 1.466 1.965 2.593  0.13
H: -0.681 0.703 -0.561  0.54
H: -2.142 -1.605 0.253  0.22
H: 1.986 0.059 0.504  0.25
H: 0.045 -1.821 -2.237  0.30
H: -1.169 0.127 -2.807  0.22

---

DFT (ωB97M-V with the def2-TZVPD basis set) results for a structure of composition C16H22ClN3O5S in a non-equilibrium geometry.

As for the net charge: 0. The orbital gap is 8.831 eV. The calculation puts the HOMO energy at -9.3 eV.

Last column: Mulliken charge in e.
Atoms and positions in Å:
Cl: -6.721 -1.565 0.104  -0.17
S: -3.539 -1.945 -0.128  0.97
O: -4.277 4.518 0.105  -0.47
O: -3.934 -2.440 -1.361  -0.57
O: -3.819 -2.311 1.273  -0.59
O: -2.489 3.236 0.132  -0.59
O: 1.929 1.313 -0.391  -0.75
N: -3.710 3.646 -0.136  0.83
N: -2.075 -1.197 -0.152  0.24
N: 3.155 -0.614 0.211  0.00
C: -1.141 -1.650 0.967  -0.75
C: 5.143 -0.296 1.862  -1.18
C: -5.716 2.339 -0.039  -0.40
C: -0.099 -0.354 -1.243  -0.94
C: -1.456 -1.233 -1.257  -1.00
C: 4.486 0.007 0.207  -0.16
C: 5.559 -0.096 -0.821  -0.34
C: 0.805 -0.832 -0.379  0.72
C: -3.680 0.867 0.097  0.05
C: 0.193 -1.010 1.066  -0.76
C: 6.676 0.827 -0.737  -1.50
C: -5.845 -0.168 -0.114  0.18
C: -6.539 1.084 0.105  -0.72
C: -4.477 -0.192 0.123  0.22
C: 1.961 -0.036 0.020  0.24
C: -4.466 2.170 0.138  -0.03
H: -6.403 3.229 0.208  0.28
H: 4.090 1.308 0.300  0.28
H: 7.298 0.549 -1.677  0.32
H: 4.899 0.037 -1.768  0.23
H: -2.152 -0.904 -2.059  0.56
H: 5.886 -1.040 -0.818  0.40
H: -2.601 1.200 0.045  0.39
H: 3.129 -1.403 0.323  -0.02
H: 0.825 -1.366 2.090  0.23
H: 5.302 -1.409 1.717  0.34
H: 4.239 -0.107 2.527  0.26
H: -0.428 0.681 -1.161  0.19
H: -0.815 -2.938 0.676  0.24
H: 1.186 -1.806 -0.576  0.26
H: 6.448 1.722 -0.766  0.58
H: 5.802 0.453 2.159  0.45
H: 0.341 -0.172 -2.351  0.35
H: 7.417 0.574 0.028  0.35
H: -7.592 1.130 0.025  0.41
H: -1.082 -2.157 -1.721  0.42
H: -1.598 -1.693 1.921  0.58
H: -0.113 0.042 1.226  0.37

---

DFT (ωB97M-V with the def2-TZVPD basis set) results for an isolated molecule of C17H22N2O2S.

As for the net charge: 0. Its SMILES is CCc1c(O)nc(SCc2ccccc2)n([C@@H](C)CC)c1=O. The orbital gap is 8.721 eV. The calculation puts the HOMO energy at -8.2 eV.

Last column: Mulliken charge in e.
Atoms and positions in Å:
S: 1.032 0.409 1.986  -0.11
O: -3.194 0.817 -0.678  -0.72
O: 0.804 -0.643 -2.706  -0.60
N: -1.276 0.600 0.546  0.23
N: 0.695 -0.060 -0.513  -0.20
C: -0.740 3.257 1.895  -1.14
C: 0.047 -0.207 -1.687  0.66
C: 2.718 -1.389 0.689  0.83
C: 3.320 -1.573 -0.550  -0.97
C: -2.018 1.280 -3.878  -1.09
C: 2.217 -3.741 0.766  -0.59
C: -2.010 -0.054 -3.132  -0.98
C: -2.080 1.054 1.684  -0.29
C: -2.013 0.520 -0.679  0.52
C: -1.749 0.390 3.014  -1.63
C: -1.284 0.065 -1.825  0.12
C: 2.810 -3.916 -0.473  -0.51
C: 0.039 0.317 0.540  0.38
C: -2.102 2.590 1.751  -0.51
C: 3.365 -2.830 -1.128  -0.17
C: 2.174 -2.485 1.344  -0.26
C: 2.670 -0.026 1.303  -0.97
H: -0.229 2.927 2.796  0.25
H: -1.000 1.605 -4.084  0.31
H: 2.942 0.744 0.583  0.33
H: 3.832 -2.962 -2.094  0.42
H: 2.838 -4.895 -0.927  0.40
H: 1.705 -2.348 2.308  0.41
H: -3.039 -0.355 -2.928  0.33
H: 1.687 -0.834 -2.356  0.23
H: -0.107 3.038 1.038  0.27
H: -2.735 2.869 2.595  0.40
H: -2.515 2.038 -3.277  0.32
H: -0.895 0.844 3.507  0.41
H: -1.520 -0.815 -3.742  0.38
H: 3.758 -0.726 -1.060  0.37
H: 1.785 -4.584 1.283  0.40
H: -2.550 1.181 -4.821  0.34
H: -0.867 4.335 1.950  0.43
H: -3.096 0.746 1.405  0.34
H: -2.612 0.494 3.668  0.44
H: -2.582 2.954 0.840  0.37
H: 3.326 0.039 2.174  0.44
H: -1.553 -0.670 2.876  0.41

---

DFT (ωB97M-V with the def2-TZVPD basis set) results for a structure of composition C35H67BrN11O10PS in a non-equilibrium geometry.

As for the net charge: 0. The orbital gap is 7.388 eV. The calculation puts the HOMO energy at -7.3 eV.

Last column: Mulliken charge in e.
Atoms and positions in Å:
Br: -0.442 -1.192 5.656  -0.26
S: -2.570 -4.358 0.751  0.01
P: -2.492 -1.728 4.818  -0.26
O: -2.539 -3.324 4.940  -0.34
O: 2.711 -7.972 3.881  -0.58
O: -4.834 3.920 -4.845  -0.56
O: -6.546 1.825 -1.003  -0.55
O: -0.151 -4.227 3.755  -0.66
O: 6.091 -5.904 0.926  -0.57
O: -2.332 0.601 -4.684  -0.60
O: -5.441 0.166 -2.025  -0.28
O: 0.111 6.385 0.413  -0.66
O: 2.940 9.986 -2.153  -0.62
N: 2.225 6.290 -0.411  0.17
N: -2.593 -3.664 2.188  -0.59
N: -2.300 -3.066 -0.183  -0.63
N: -3.295 4.579 -3.314  0.23
N: -1.877 0.986 3.571  -0.43
N: 2.035 -4.276 3.147  0.22
N: -3.844 0.060 -6.283  0.19
N: 5.054 9.897 -2.981  0.09
N: 6.863 -7.011 2.756  0.19
N: -1.597 1.589 0.860  -0.33
N: 1.755 -10.023 4.007  0.12
C: -3.084 -0.328 -2.028  1.37
C: -6.490 0.659 -1.304  0.83
C: -2.371 -2.365 2.030  0.60
C: 3.136 -5.028 2.571  -1.00
C: -4.450 -0.962 -7.109  -0.97
C: -1.978 -0.676 0.272  0.41
C: -2.034 -0.060 2.636  0.94
C: 5.835 -8.036 2.661  -0.67
C: 2.089 -8.819 4.498  0.11
C: -2.215 -2.025 0.634  0.44
C: -2.858 5.570 -2.352  -0.77
C: 2.154 -10.354 2.648  -0.87
C: -4.300 1.442 -6.406  -0.84
C: 3.865 9.367 -2.640  0.15
C: -7.569 -0.323 -0.948  -1.09
C: 2.449 7.714 -0.192  -1.13
C: 6.116 9.101 -3.561  -0.91
C: -4.334 -0.207 -1.186  0.02
C: -2.875 -0.221 -5.402  0.05
C: 0.816 -4.806 3.278  -0.02
C: -4.424 4.725 -4.027  0.00
C: -1.304 3.777 1.803  -1.15
C: 6.878 -6.019 1.845  0.08
C: 5.269 11.317 -2.757  -0.95
C: 1.012 -10.995 4.784  -0.93
C: -2.160 2.650 1.286  0.42
C: 2.258 -2.913 3.599  -0.82
C: 7.838 -7.087 3.823  -0.92
C: 1.037 5.761 -0.075  0.36
C: -1.788 -0.331 -1.181  -1.98
C: -2.489 3.382 -3.519  -0.55
C: -2.276 -1.346 3.038  0.26
C: -3.651 2.883 1.303  -0.79
C: 3.284 5.487 -0.983  -0.89
C: -1.892 0.288 1.234  -0.06
H: 1.724 -9.639 1.946  0.28
H: 4.847 -7.585 2.737  0.04
H: -1.616 3.419 -2.870  0.33
H: -1.037 4.464 0.998  -0.01
H: -3.814 3.961 1.234  0.51
H: 5.909 -8.541 1.696  0.30
H: -3.074 2.495 -3.294  -0.12
H: -7.159 -1.189 -0.428  0.30
H: 0.071 -11.236 4.286  0.35
H: -1.835 4.294 2.602  0.40
H: 8.402 -8.019 3.754  0.32
H: -1.876 5.959 -2.630  0.32
H: 3.294 -2.633 3.427  0.34
H: 3.940 -5.118 3.303  0.37
H: 3.239 -10.309 2.554  0.23
H: -4.192 0.581 -0.441  -0.26
H: 3.799 8.284 -2.851  0.29
H: 2.802 -6.023 2.292  0.18
H: -1.223 0.592 -1.282  0.57
H: -2.788 5.125 -1.357  0.17
H: 1.720 8.293 -0.753  0.36
H: 6.270 11.588 -3.082  0.38
H: -0.420 3.313 2.232  0.46
H: -4.681 1.799 -5.456  0.27
H: -2.618 1.668 3.458  0.03
H: -5.523 -1.019 -6.910  0.34
H: 5.154 11.551 -1.699  0.30
H: 1.744 -8.657 5.532  0.28
H: -3.566 6.396 -2.318  0.33
H: -4.168 2.428 0.463  0.02
H: -8.295 0.158 -0.300  0.35
H: 2.958 4.453 -1.080  0.33
H: 6.379 9.483 -4.549  0.34
H: -4.301 -0.730 -8.166  0.35
H: 7.003 9.133 -2.924  0.34
H: -5.082 1.501 -7.158  0.38
H: -1.672 -3.732 4.727  0.49
H: -1.937 0.666 4.530  0.30
H: 0.971 4.678 -0.283  0.08
H: 3.553 5.864 -1.973  0.30
H: 2.026 -2.839 4.661  0.26
H: -4.114 2.586 2.249  0.25
H: 3.514 -4.516 1.685  0.42
H: 7.697 -5.297 2.010  0.29
H: 0.793 -10.592 5.771  0.29
H: 4.169 5.518 -0.344  0.32
H: -3.465 2.081 -6.696  0.24
H: 3.448 7.985 -0.510  0.40
H: -2.170 3.318 -4.558  0.29
H: -1.155 -1.126 -1.582  0.41
H: 5.961 -8.760 3.462  0.37
H: 8.532 -6.252 3.754  0.30
H: -4.962 5.661 -3.801  0.25
H: 1.809 -11.355 2.403  0.38
H: 0.752 -5.840 2.908  0.34
H: -4.002 -1.930 -6.895  0.30
H: 1.594 -11.911 4.899  0.34
H: -2.995 0.484 -2.738  -1.24
H: -4.522 -1.132 -0.633  0.25
H: 2.333 7.942 0.868  0.33
H: -8.073 -0.629 -1.864  0.31
H: 4.535 11.900 -3.314  0.30
H: -2.603 -1.291 -5.379  0.34
H: 5.793 8.066 -3.660  0.30
H: -3.158 -1.268 -2.576  0.43
H: 1.598 -2.231 3.060  0.24
H: 7.339 -7.050 4.794  0.33

---

DFT (ωB97M-V with the def2-TZVPD basis set) results for a structure of composition C47H51N3OP2PtS2Se in a non-equilibrium geometry.

As for the net charge: 0. The spin multiplicity is 3. The orbital gap (alpha / beta) is 6.034 / 7.174 eV. The calculation puts the HOMO energy (alpha / beta) at -6.1 / -7.6 eV. As for the expectation value of S²: 2.01.

Last column: Mulliken spin population.
Atoms and positions in Å:
Pt: 0.004 -0.527 -0.391  1.07
Se: 0.956 -3.220 -1.232  0.15
S: 0.227 -1.515 1.877  0.05
S: -1.551 0.734 3.773  0.00
P: 0.149 -0.266 3.502  0.02
P: -2.177 -0.763 -0.941  0.22
O: -1.414 3.661 0.679  0.01
N: 3.348 -1.531 -1.360  0.02
N: -0.455 1.650 0.323  0.09
N: 3.229 -2.823 0.409  0.01
C: 2.812 -3.872 1.296  0.00
C: -0.757 3.019 -4.159  0.00
C: -3.576 -4.299 1.607  0.03
C: 3.895 1.213 2.644  0.00
C: 0.446 -0.781 6.272  0.00
C: -3.911 2.812 0.057  0.00
C: 3.884 2.436 3.367  0.00
C: 4.436 -1.275 -0.601  0.01
C: 1.573 -3.286 5.839  0.00
C: 2.186 4.122 -0.656  0.00
C: 4.347 -2.012 0.529  0.01
C: 1.645 2.069 4.092  0.00
C: 2.814 0.364 2.787  0.03
C: 0.732 -1.633 7.337  0.00
C: -0.052 3.735 1.205  -0.01
C: -4.577 0.168 -0.323  0.02
C: -3.566 -2.069 -5.139  0.00
C: 0.617 -1.232 4.952  0.00
C: 2.805 2.834 4.050  0.00
C: -1.535 2.349 0.305  0.00
C: 1.632 2.743 -0.595  0.03
C: 0.162 1.762 -4.478  0.01
C: -2.617 -1.120 -2.653  0.00
C: -4.314 -1.169 -4.428  0.00
C: -0.491 0.971 -5.627  0.00
C: -3.040 -1.988 1.344  0.03
C: -2.384 -2.512 -4.596  0.00
C: -5.614 1.072 -0.183  0.00
C: 0.680 2.557 0.597  0.00
C: -3.415 -3.030 2.160  -0.01
C: -3.226 0.524 -0.409  -0.02
C: 2.834 1.800 -0.367  -0.02
C: 1.239 -2.866 7.123  0.00
C: -2.862 -2.196 -0.031  0.01
C: 1.197 -2.482 4.768  0.00
C: -5.245 2.415 -0.076  0.00
C: 3.147 -1.041 -2.710  0.01
C: 0.286 0.317 -2.235  0.18
C: -3.014 -3.438 -0.592  0.03
C: 1.665 0.814 3.477  0.00
C: -1.897 -2.012 -3.393  0.01
C: 2.573 -2.471 -0.719  0.02
C: -2.881 1.891 -0.086  -0.01
C: 1.526 2.287 -4.924  0.00
C: 0.258 0.951 -3.273  0.00
C: -3.299 -4.493 0.246  -0.02
C: -3.819 -0.638 -3.227  0.02
H: 1.997 2.938 -4.212  0.00
H: 2.677 0.837 0.134  0.05
H: 1.399 2.815 -5.863  0.00
H: 1.382 -2.790 3.730  0.00
H: -0.008 0.176 6.476  0.00
H: -4.517 0.020 -2.651  0.00
H: -1.746 2.702 -3.904  0.00
H: -2.842 -3.487 -1.659  0.00
H: 4.700 3.140 3.396  0.00
H: 3.427 -3.910 2.134  0.00
H: 4.753 0.908 2.102  0.00
H: -0.748 3.647 -5.040  0.00
H: 2.830 3.806 4.512  0.00
H: -2.907 -1.032 1.772  0.02
H: 2.593 4.514 0.295  0.00
H: 3.507 2.347 0.262  0.00
H: 0.533 -1.292 8.326  0.00
H: 2.830 -0.616 2.290  -0.03
H: -0.148 3.619 2.279  0.00
H: 0.170 0.109 -5.932  0.00
H: 2.089 -1.130 -2.982  -0.02
H: -0.695 1.593 -6.511  0.00
H: 5.218 -0.581 -0.944  0.00
H: 2.198 1.433 -5.101  0.00
H: 3.360 0.059 -2.691  0.00
H: -0.933 -2.311 -3.055  -0.01
H: -3.649 -2.795 3.193  0.00
H: -1.422 0.501 -5.333  0.00
H: 2.951 -4.814 0.849  0.00
H: 3.777 -1.516 -3.437  0.00
H: -1.820 -3.248 -5.146  0.00
H: -5.253 -0.707 -4.824  0.00
H: -3.664 3.852 0.260  0.00
H: -3.397 -5.476 -0.215  0.00
H: 1.335 2.133 1.384  -0.02
H: 0.287 4.706 0.967  0.00
H: -3.868 -2.454 -6.089  0.00
H: 1.429 4.832 -1.091  0.00
H: 1.388 -3.542 7.955  0.00
H: 2.037 -4.264 5.811  0.00
H: -0.382 3.617 -3.329  0.00
H: -4.002 -5.091 2.238  0.00
H: 3.367 1.592 -1.297  0.00
H: 1.788 -3.703 1.621  0.00
H: -6.674 0.811 -0.335  0.00
H: -4.843 -0.869 -0.592  0.01
H: 5.015 -2.126 1.401  0.00
H: 2.993 4.201 -1.353  0.00
H: 0.692 2.426 4.519  0.00
H: -6.001 3.212 -0.009  0.00
H: 1.183 2.500 -1.524  -0.04

---

Question: net charge of number 4 (C17H22N2O2S)?
Answer: 0